Below is a 14-piece molecular cluster, C4H32O16 overall, with properties calculated with the ωB97M-V functional and the def2-TZVPD basis.

```
52
Properties=species:S:1:pos:R:3:forces:R:3:nbo_charge:R:1
O 0.8402 3.1813 -2.8448 0.1 0.2 0.7 -0.549
C -0.0020 2.4100 -2.5081 -1.7 -0.4 -1.5 0.806
O -1.3370 2.7424 -2.2393 0.9 1.8 0.3 -0.735
C -0.0022 0.9164 -2.7292 -1.3 -2.4 1.8 -0.546
C 1.1453 0.2510 -3.4139 1.9 -0.3 -0.7 -0.531
C 2.5139 0.2119 -2.7015 -0.9 -0.6 -1.3 0.536
O 2.8883 0.7649 -1.7001 -0.4 0.3 0.4 -0.594
H -1.4921 3.7363 -2.2774 0.7 -1.6 0.0 0.502
H -0.1698 0.2712 -1.7557 0.1 1.7 -1.4 0.241
H -0.9325 0.7058 -3.3153 0.7 0.3 0.5 0.264
H 1.4176 0.7248 -4.3664 -0.1 0.4 0.0 0.235
H 0.9606 -0.8153 -3.7346 -0.1 1.2 0.7 0.287
H 3.2270 -0.3791 -3.2962 0.2 0.0 0.1 0.123
H -1.8003 -0.5028 1.3714 0.0 0.7 -0.3 0.502
H -2.8899 0.1093 0.5157 -0.4 0.7 -1.5 0.488
O -2.6155 0.0414 1.4051 0.9 -0.6 1.8 -0.975
H 2.0873 -2.9187 -2.1750 -0.3 -1.1 0.4 0.488
H 0.6411 -2.1727 -1.6879 2.6 -1.1 -0.8 0.523
O 1.6080 -2.1089 -2.0975 -1.7 1.8 0.4 -1.044
H 0.2122 0.8546 4.1158 -0.7 -0.2 -0.1 0.511
H 1.1937 0.8402 2.8679 -0.5 0.1 1.1 0.480
O 1.1072 0.6617 3.8335 1.8 0.1 -1.0 -0.979
H -2.2851 0.4347 3.7314 -0.9 -0.2 -0.4 0.486
H -1.3536 1.5540 3.2210 -0.4 -0.2 -0.4 0.512
O -1.4827 0.8889 3.9188 0.7 0.8 0.7 -0.989
H 1.6623 -0.9016 3.4139 0.7 -0.1 0.0 0.503
H 0.7993 -2.0243 3.2270 1.3 -0.5 -0.1 0.456
O 1.7530 -1.8119 3.0356 -1.9 0.0 0.4 -0.983
H -3.7064 -2.1345 -0.1986 1.2 -0.1 -0.5 0.484
H -3.2385 -0.9262 -0.9680 1.0 -1.4 0.0 0.487
O -2.8969 -1.8305 -0.6905 -2.4 1.3 0.2 -0.960
H -2.6042 2.1848 -0.6643 0.8 0.0 -0.2 0.501
H -4.0058 2.0658 -0.1880 0.0 -0.5 -0.2 0.477
O -3.3390 1.5732 -0.6964 -1.1 0.3 0.2 -0.966
H -2.4980 -1.6678 3.4336 0.0 -0.2 0.2 0.455
H -2.8954 -1.4855 1.9926 -0.2 -0.5 0.6 0.478
O -2.6905 -2.1902 2.6503 0.0 -0.1 -0.2 -0.976
H 0.1009 -3.1302 0.0807 0.0 -0.1 -1.1 0.482
H -1.2187 -2.8621 -0.5283 -0.8 0.4 -0.3 0.506
O -0.3304 -3.0866 -0.8018 0.3 -0.8 1.2 -0.936
H 0.8360 -0.5609 0.4178 -0.3 -0.6 0.8 0.508
H 0.4293 -1.6682 1.4818 1.0 -0.1 0.5 0.489
O 0.0975 -1.0081 0.8888 -0.6 1.5 -1.1 -0.999
H -0.0799 2.7854 1.4296 0.4 0.0 -0.2 0.487
H -0.3440 1.2841 1.1931 -0.2 0.8 0.1 0.502
O -0.7759 2.1289 1.4376 -0.5 -0.4 0.2 -0.979
H 3.1193 -2.6732 1.2611 -0.1 0.3 0.3 0.486
H 4.0660 -2.6522 0.0363 -0.3 -0.1 0.3 0.468
O 3.6129 -3.2361 0.6619 0.3 -0.1 -0.5 -0.954
H 2.4927 1.8200 0.9363 0.2 0.1 0.1 0.480
H 1.9864 1.3685 -0.4893 -0.7 0.7 2.6 0.512
O 1.6566 1.6236 0.5088 0.9 -0.9 -2.7 -1.050
```
Forces are in eV/Å.

Values from the calculation:
F_max, Eh/bohr: 0.064
E_LUMO, eV: 0.000
Energy above the lowest of the compared OMol25 structures with the same formula, charge and spin, kcal per mole: 10.4
Charge: 0
E_tot, Ha: -1375.42573
HOMO-LUMO gap, hartree: 0.3869

***

Below is a 12-piece molecular cluster, C4H33NO12S overall, with properties calculated with the ωB97M-V functional and the def2-TZVPD basis.

```
51
Properties=species:S:1:pos:R:3:forces:R:3:nbo_charge:R:1
N -0.2663 0.2532 -3.0024 1.8 1.5 -1.2 -0.892
C 0.5216 -0.7105 -2.2051 -0.2 -0.8 0.1 -0.074
C -0.1297 -2.1063 -2.2806 -2.1 2.0 2.2 -0.076
O -1.5954 -1.9801 -2.1915 0.7 0.2 -0.7 -0.726
C 2.0327 -0.7441 -2.5165 -0.5 -1.2 3.1 -0.452
C 2.7632 0.5139 -2.0960 -0.7 0.7 0.9 -0.459
S 3.2129 0.8931 -0.2926 -0.3 -0.8 -0.7 -0.084
H 0.3752 0.7411 -3.6697 -0.3 -0.2 1.0 0.373
H -0.9138 -0.0991 -3.6852 -0.6 -1.0 0.4 0.397
H 0.4589 -0.4490 -1.1250 -0.1 0.3 -0.5 0.175
H 0.0277 -2.6765 -1.3901 1.4 -0.7 0.1 0.215
H 0.0540 -2.5456 -3.1879 0.7 -1.5 -2.0 0.174
H -1.7067 -1.1730 -1.6953 -0.5 0.3 0.3 0.452
H 2.3796 -1.4101 -1.6685 -0.1 -0.4 -1.5 0.244
H 2.2698 -1.1203 -3.5216 0.1 0.2 0.4 0.226
H 2.2077 1.3729 -2.4078 0.4 0.5 -0.6 0.197
H 3.7506 0.4819 -2.4662 1.0 0.4 -0.9 0.228
H 2.0933 1.4440 0.1854 -0.3 -0.1 -0.2 0.124
O -0.5748 -0.9042 3.7530 -2.3 0.4 0.0 -0.957
H 0.2073 -0.4990 4.0908 0.6 0.9 0.1 0.471
H -1.3219 -0.3192 4.0329 0.9 -0.7 -0.3 0.486
O -3.5526 2.5635 -1.2035 -1.7 -1.1 0.1 -1.001
H -4.4361 2.1436 -1.3563 1.1 0.7 -0.2 0.466
H -3.3753 2.2655 -0.2689 0.3 0.5 -0.6 0.495
O 1.6819 -4.1933 0.1904 0.4 1.3 1.6 -0.955
H 1.6498 -3.6760 1.0500 0.1 -0.6 -1.5 0.483
H 0.9541 -4.7766 0.3738 -0.6 -0.6 -0.2 0.472
O -0.8970 2.6299 -1.7405 2.2 -1.1 -0.1 -1.033
H -0.5747 1.7532 -2.1115 0.3 0.5 0.1 0.488
H -1.7873 2.4210 -1.9577 -2.3 0.7 0.2 0.509
O -0.0557 2.6187 0.8926 0.7 0.9 -0.4 -0.992
H -0.2652 2.3313 -0.0061 -0.9 -1.1 -0.6 0.507
H 0.2708 3.4575 0.5244 0.2 0.4 1.1 0.485
O -0.4120 -3.4082 2.1769 0.0 0.0 1.1 -0.964
H -0.1751 -3.4826 3.1288 0.1 -0.5 -0.8 0.489
H -0.6905 -2.4912 2.2544 0.0 0.4 -0.4 0.474
O 1.9005 3.5606 -2.7755 -0.3 0.2 0.2 -0.920
H 1.2437 4.2368 -2.6181 0.0 1.2 -0.5 0.470
H 1.4002 2.9222 -2.2763 0.1 -1.1 0.3 0.453
O -3.3164 -2.0849 2.8401 -0.2 0.6 -0.8 -0.924
H -2.7847 -1.8613 2.0582 0.1 -0.4 0.4 0.458
H -4.2035 -1.9359 2.4825 0.0 -0.2 0.4 0.466
O -2.6867 1.8814 1.1203 -0.8 -0.1 0.4 -0.973
H -1.8645 2.3908 1.2306 0.2 -0.7 0.1 0.519
H -2.5867 0.9253 1.2198 0.6 0.5 0.2 0.485
O 1.5884 -2.3738 3.8302 0.8 1.9 1.1 -0.929
H 2.2308 -1.8464 3.3176 -0.2 -0.7 -0.1 0.475
H 1.3767 -1.6933 4.5306 0.3 -1.7 -0.8 0.458
O 1.1444 1.9113 3.6456 0.2 -0.6 0.8 -0.966
H 0.7143 2.1891 2.8480 -0.4 0.2 -0.9 0.491
H 1.6626 2.6587 3.9395 0.1 0.2 0.1 0.473
```
Forces are in eV/Å.

Values from the calculation:
F_max, Eh/bohr: 0.070
SMILES string: N[C@@H](CO)CCS.O.O.O.O.O.O.O.O.O.O.O
E_LUMO, eV: -0.194
Energy above the lowest of the compared OMol25 structures with the same formula, charge and spin, kcal per mole: 20.2
Charge: 0
E_tot, Ha: -1527.94755
HOMO-LUMO gap, hartree: 0.3387

***

Below is a 14-piece molecular cluster, C4H33NO15 overall, with properties calculated with the ωB97M-V functional and the def2-TZVPD basis.

```
53
Properties=species:S:1:pos:R:3:forces:R:3:lowdin_spin:R:1
O 3.8268 2.0563 -0.1843 0.7 -0.9 -0.2 0.004
C 2.8257 2.0799 -0.8799 -0.5 1.8 1.6 0.003
N 1.7247 2.7621 -0.4536 -1.7 -1.1 -1.7 0.002
C 0.4632 2.6497 -1.2820 -0.7 -2.0 -0.9 0.013
C -0.8466 2.9914 -0.5695 1.9 1.4 0.5 0.104
C -2.0848 2.8930 -1.3734 1.1 -0.2 0.4 0.468
O -3.1325 3.2007 -0.7092 -1.9 0.0 0.6 0.279
H 2.7614 1.6865 -1.8919 0.0 -0.3 -0.3 0.000
H 1.5995 2.8733 0.5524 0.1 0.0 -0.4 0.000
H 0.2862 1.5815 -1.7771 0.8 1.6 1.4 0.002
H 0.4949 3.2548 -2.1805 0.5 0.6 0.0 0.004
H -0.7580 4.0647 -0.2009 0.0 -0.6 -0.4 0.024
H -0.8408 2.4854 0.4024 -0.4 -0.6 0.0 0.016
H -2.0871 2.4634 -2.3676 0.0 -0.2 -0.3 0.048
H 0.9031 -1.3342 -1.5525 -0.6 -0.3 0.6 0.000
H 2.2859 -2.0931 -1.3946 -0.9 0.2 -0.8 0.000
O 1.6897 -1.6278 -2.0136 1.4 0.4 -0.7 0.000
H 0.5705 -0.5076 -3.7919 0.2 -0.2 0.1 0.000
H -0.3920 -1.3214 -4.6662 0.0 -0.8 -0.1 0.000
O -0.2578 -0.4689 -4.2732 -0.1 1.0 0.0 0.001
H 0.5855 -4.2748 1.8236 -0.2 0.1 -0.1 0.000
H -0.7019 -3.4330 1.8528 0.1 0.4 0.1 0.000
O -0.1568 -3.9806 1.2804 0.3 -0.8 -0.1 0.000
H 3.8952 -1.3840 1.7928 -0.2 0.0 -0.3 0.000
H 3.2947 -1.2220 0.3755 0.4 0.1 0.2 0.000
O 3.3425 -1.8262 1.1327 -0.1 0.0 -0.2 0.000
H -0.5006 1.5283 2.8055 0.6 0.5 -0.4 0.001
H -1.9826 1.3869 2.2134 -0.1 0.4 0.1 0.001
O -1.2870 1.0021 2.8006 -0.9 -1.2 0.6 0.002
H -3.2552 -2.0684 1.1617 -0.3 0.0 -1.1 0.000
H -3.6199 -1.2778 2.2479 -0.6 0.7 0.5 0.000
O -3.9893 -1.4703 1.3803 1.0 -0.6 0.5 0.001
H -0.5726 3.9139 2.9343 0.0 -0.2 -0.2 0.000
H 0.4557 4.7220 2.1981 0.2 0.1 -0.3 0.001
O 0.2188 3.8121 2.3880 -0.1 0.1 0.6 0.007
H -1.3402 -0.8351 2.9711 0.6 -0.5 -0.8 0.000
H -1.3652 -2.1589 3.6837 0.6 0.0 -0.7 0.000
O -0.9823 -1.7824 2.8575 -2.0 0.7 2.0 0.001
H 0.3195 -0.7371 2.4085 1.3 -0.6 -0.8 0.000
H 1.6128 -0.9099 1.3471 0.0 -0.7 1.0 0.000
O 0.8945 -0.3831 1.7018 -0.5 1.4 -0.5 0.000
H -3.7817 0.9840 1.3118 -0.1 0.5 0.3 0.001
H -3.3304 2.3084 0.7323 -0.2 0.8 -0.2 0.006
O -3.5564 1.8874 1.6181 0.3 -1.2 -0.6 0.009
H -0.5914 -3.7694 -3.1517 -0.4 -0.1 0.3 0.000
H 0.6462 -2.9988 -3.4104 1.3 1.0 0.9 0.000
O 0.0000 -3.5146 -3.8538 -0.7 -0.9 -1.1 0.000
H -0.3764 -2.7073 -0.2207 0.4 -0.1 0.6 0.000
H -0.0814 -1.1951 0.2714 -0.5 -0.8 -0.1 0.000
O -0.4875 -1.7785 -0.4151 -0.3 1.3 -0.4 0.002
H 2.1871 -3.7100 -0.1035 -0.1 -1.0 -1.0 0.000
H 2.0914 -4.9348 -1.1767 -0.1 0.1 0.6 0.000
O 2.2604 -3.9984 -1.0447 0.3 0.4 0.8 0.000
```
Forces are in eV/Å.

Values from the calculation:
F_max, Eh/bohr: 0.056
E_LUMO (spin up / spin down), eV: 1.715 / 1.703
Expectation value of S²: 0.753
Multiplicity: 2
Charge: -1
E_tot, Ha: -1355.54097
HOMO-LUMO gap (spin up / spin down), hartree: 0.0841 / 0.2136

***

Q: What is the E_tot in the second record?
A: -1527.94755 Ha